Record 1
{
  "formula": "C19H28N4O5S",
  "method": "wB97M-V/def2-TZVPD",
  "orbital_gap_ev": 9.256,
  "charge": 0,
  "homo_ev": -8.86,
  "smiles": "CC(=O)N1CCN(CC(=O)Nc2cc(S(=O)(=O)N3CCOCC3)ccc2C)CC1",
  "species": ["S", "O", "O", "O", "O", "O", "N", "N", "N", "N", "C", "C", "C", "C", "C", "C", "C", "C", "C", "C", "C", "C", "C", "C", "C", "C", "C", "C", "C", "H", "H", "H", "H", "H", "H", "H", "H", "H", "H", "H", "H", "H", "H", "H", "H", "H", "H", "H", "H", "H", "H", "H", "H", "H", "H", "H", "H"],
  "positions_angstrom": [[2.5463, 1.0207, 2.3132], [3.3939, 2.0494, 2.8376], [2.9669, 0.3385, 1.1170], [-1.2671, -2.6334, -6.6351], [3.6641, -2.4798, 3.7035], [-3.6453, 0.6972, 0.0841], [-1.9711, -2.1177, -4.5687], [-1.6394, 1.5575, -0.5956], [-1.7912, 0.1906, -2.8639], [2.2181, -0.0454, 3.5714], [-1.7535, 0.2933, -4.3142], [-3.0511, 0.5730, -2.2504], [-0.9869, 2.8930, 2.7998], [0.2629, 1.3986, 0.8489], [3.2829, -0.2364, 4.5382], [4.2983, -1.2608, 4.0273], [-2.5052, -0.8450, -5.0127], [-1.0295, 1.8692, 0.6316], [-2.0484, -2.2829, -3.1367], [2.6934, -2.2949, 2.6959], [-0.7486, -4.2089, -4.9128], [-3.0108, 3.2456, 1.3694], [0.9038, 1.6659, 2.0380], [-1.3182, -1.1194, -2.4417], [0.2853, 2.4021, 3.0295], [-1.3380, -2.9249, -5.4569], [-2.8332, 0.9365, -0.7797], [1.6213, -1.2950, 3.1434], [-1.6626, 2.6508, 1.6065], [-0.2524, -1.1755, -2.6861], [-1.4708, 3.4913, 3.5572], [3.7559, 0.7327, 4.6914], [2.8299, -0.5851, 5.4717], [-1.6063, -3.2261, -2.8257], [-1.4345, -1.2080, -1.3594], [-0.3276, -4.7602, -5.7490], [1.0569, -1.7022, 3.9887], [-1.0182, 1.4679, -1.3954], [-3.7710, 2.4650, 1.3821], [0.8131, 2.5940, 3.9489], [-2.1648, 1.2584, -4.6139], [-0.7016, 0.2566, -4.6147], [4.8020, -0.8507, 3.1391], [-3.1049, -2.2861, -2.8397], [-1.5145, -4.8176, -4.4377], [0.7807, 0.8234, 0.0960], [0.9371, -1.0745, 2.3234], [5.0376, -1.4973, 4.7943], [0.0432, -3.9998, -4.1968], [3.1676, -1.9191, 1.7788], [-3.8367, -0.1933, -2.2920], [-2.3738, -0.7881, -6.0939], [-3.5741, -0.7994, -4.7749], [2.2555, -3.2777, 2.5123], [-3.0483, 3.7175, 0.3888], [-3.4282, 1.4669, -2.7555], [-3.2461, 3.9830, 2.1313]],
  "atomic_forces_ev_per_a": [[-0.483, -0.063, 0.246], [-0.064, 0.079, 0.246], [-0.253, -0.018, 0.022], [0.136, -0.057, -0.319], [-0.009, -0.132, 0.156], [-0.194, -0.143, 0.150], [-0.231, 0.337, 0.153], [0.358, 0.198, -0.209], [-0.026, 0.157, -0.068], [0.156, 0.828, -0.657], [-0.134, -0.098, -0.239], [-0.068, -0.115, 0.022], [0.210, -0.108, 0.010], [-0.060, -0.013, -0.114], [0.624, -0.048, 0.108], [-0.014, 0.238, 0.197], [0.134, 0.295, -0.220], [0.095, 0.051, 0.562], [0.143, 0.101, 0.321], [-0.264, 0.053, -0.171], [0.027, 0.038, -0.262], [-0.148, -0.084, 0.070], [0.459, -0.231, -0.053], [-0.067, -0.281, 0.010], [-0.052, 0.100, 0.074], [0.071, -0.315, 0.060], [0.045, -0.076, -0.314], [-0.030, -0.539, -0.269], [0.047, -0.112, -0.188], [-0.011, -0.084, 0.062], [-0.046, 0.066, 0.068], [0.068, -0.106, 0.210], [0.014, 0.050, -0.071], [-0.055, 0.004, -0.009], [0.069, -0.017, 0.033], [-0.016, 0.039, 0.005], [-0.009, 0.051, -0.093], [-0.179, -0.008, 0.028], [-0.021, 0.088, 0.000], [-0.008, 0.071, 0.186], [0.036, 0.011, -0.008], [-0.055, 0.020, -0.087], [0.040, -0.052, 0.085], [0.076, -0.080, 0.025], [-0.014, -0.054, 0.113], [-0.006, -0.112, -0.127], [-0.148, -0.198, 0.026], [0.005, 0.102, -0.063], [0.033, -0.038, 0.114], [-0.061, -0.138, 0.101], [0.047, 0.111, 0.087], [-0.094, 0.022, 0.136], [0.012, 0.001, -0.035], [-0.028, 0.089, -0.049], [-0.048, 0.064, -0.078], [-0.020, -0.054, -0.005], [0.013, 0.109, 0.020]]
}

Record 2
{
  "formula": "C19H28N6O4PRuS3",
  "method": "wB97M-V/def2-TZVPD",
  "orbital_gap_ev": [6.439, 6.439],
  "charge": -1,
  "homo_ev": [-3.95, -3.95],
  "species": ["Ru", "S", "S", "S", "P", "O", "O", "O", "O", "N", "N", "N", "N", "N", "N", "C", "C", "C", "C", "C", "C", "C", "C", "C", "C", "C", "C", "C", "C", "C", "C", "C", "C", "C", "H", "H", "H", "H", "H", "H", "H", "H", "H", "H", "H", "H", "H", "H", "H", "H", "H", "H", "H", "H", "H", "H", "H", "H", "H", "H", "H", "H"],
  "positions_angstrom": [[1.0071, 0.1879, -0.3619], [-0.1380, -2.0672, -0.8280], [2.1609, -0.6425, 1.5503], [-1.4300, -1.7318, 2.3983], [-1.6235, -2.3065, 0.5451], [-2.9881, -1.7235, -0.1370], [3.1908, 1.4539, -0.5829], [-2.0234, -3.8643, 0.5113], [1.5796, -1.2484, -3.8232], [4.6630, 0.7013, -2.1450], [0.4923, 1.3398, 2.3483], [0.1225, 1.3199, 1.0654], [-0.3679, 1.1966, -1.4583], [1.8205, 0.3966, 3.9654], [2.4139, -0.0216, -2.0923], [-0.6722, 0.9738, -2.7407], [1.4098, 0.4631, 2.6680], [5.7272, 1.4591, -1.5152], [-1.4392, 3.1479, 1.5870], [4.8674, -0.0184, -3.2909], [-2.3551, 2.6661, -2.7082], [-3.2848, -0.3333, -0.0592], [-1.0779, 2.1181, -0.7459], [-1.1953, -5.4787, -1.1086], [3.3929, 0.7278, -1.5717], [-0.7703, 2.1963, 0.6434], [1.0106, 1.0081, 5.0111], [-1.6558, 1.6783, -3.4049], [-2.3191, -4.5339, -0.7236], [2.5303, -0.6831, -3.2901], [-4.3919, -0.0715, 0.9463], [-0.2626, 0.2266, 5.3276], [3.8687, -0.6820, -3.8895], [-2.0705, 2.8801, -1.3825], [-0.0960, 0.1983, -3.2348], [-4.6484, 0.9913, 0.9511], [-0.9879, 3.0342, 2.5668], [-2.4976, -3.8031, -1.5140], [-1.8719, 1.4682, -4.4425], [-1.4338, -5.9799, -2.0489], [2.2353, -0.4936, 4.1919], [-0.8598, 0.7630, 6.0685], [-0.0169, -0.7600, 5.7261], [-1.0477, -6.2237, -0.3255], [-2.5075, 2.9269, 1.6624], [1.6324, 1.0938, 5.9055], [6.5328, 1.6047, -2.2328], [-5.2781, -0.6519, 0.6828], [-2.3878, 0.2202, 0.2187], [0.7600, 2.0112, 4.6706], [-3.1197, 3.2438, -3.2125], [-2.6098, 3.6157, -0.7997], [-3.2455, -5.0840, -0.5457], [-0.8512, 0.0859, 4.4209], [6.1129, 0.9408, -0.6352], [-3.5860, -0.0182, -1.0619], [4.0167, -1.2281, -4.8085], [5.8818, -0.0113, -3.6686], [-0.2732, -4.9144, -1.2358], [5.3397, 2.4236, -1.1948], [-1.3276, 4.1815, 1.2493], [-4.0569, -0.3693, 1.9387]],
  "atomic_forces_ev_per_a": [[0.791, 0.310, 0.087], [0.143, 1.230, 0.655], [0.124, -0.073, 0.292], [0.016, -0.045, -0.319], [-0.118, 0.019, -0.017], [-0.018, -0.137, 0.177], [-0.710, -0.165, 0.121], [0.083, -0.098, -0.079], [0.039, 0.056, 0.024], [-0.041, 0.093, 0.013], [-0.331, 0.629, 0.859], [-0.382, -0.669, -1.061], [-0.282, 0.266, -0.228], [-0.388, 0.163, 0.142], [-0.422, -0.439, 0.387], [0.036, -0.046, -0.220], [0.516, -0.971, -0.966], [-0.055, -0.001, 0.080], [0.036, 0.064, -0.263], [-0.127, -0.087, 0.003], [0.071, -0.234, -0.438], [-0.004, 0.095, -0.007], [-0.214, -0.225, -1.188], [-0.064, 0.156, 0.145], [0.231, 0.099, -0.285], [0.631, -0.237, 1.257], [-0.037, -0.090, 0.020], [-0.199, 0.291, 0.211], [0.053, 0.007, -0.030], [0.022, -0.120, 0.112], [0.102, -0.117, -0.113], [0.128, 0.051, -0.060], [0.042, 0.040, -0.057], [0.188, -0.001, 0.605], [0.039, -0.011, 0.081], [-0.016, -0.011, 0.003], [-0.027, 0.044, 0.019], [0.000, 0.006, 0.008], [0.039, -0.048, -0.004], [-0.014, -0.037, 0.020], [0.135, 0.029, -0.049], [-0.029, -0.031, 0.011], [-0.038, -0.006, 0.008], [0.018, -0.032, -0.038], [-0.021, 0.011, -0.011], [0.031, 0.047, -0.024], [0.000, -0.011, -0.015], [-0.030, 0.040, 0.023], [0.016, 0.006, 0.020], [0.019, 0.016, 0.062], [-0.020, 0.028, 0.058], [-0.019, 0.006, -0.050], [-0.025, 0.023, -0.042], [-0.011, 0.047, 0.049], [-0.014, 0.014, -0.003], [0.059, 0.021, -0.006], [0.039, -0.018, 0.025], [-0.005, 0.038, -0.038], [0.036, -0.019, -0.022], [0.026, 0.003, -0.004], [-0.032, 0.016, 0.032], [-0.014, 0.013, 0.027]]
}

The records above give, respectively, molar mass values of 424.52 632.72 u.